[1]
Molecular formula: C5H10N3
Method: DFT, the ωB97M-V functional and the def2-TZVPD basis

The geometry in XYZ format:
```
18
Properties=species:S:1:pos:R:3:forces:R:3:lowdin_charge:R:1
C -2.434867 -0.298382 -0.134222 1.6334 0.2074 1.7240 -0.214
C -1.452487 0.930736 -0.149659 0.0827 0.3687 -1.8930 -0.094
C -0.099623 0.669755 -0.666735 0.5918 0.0710 -0.0586 -0.222
C 0.672443 -0.521263 -0.677277 0.2128 -0.6297 -1.1332 0.019
N 1.588193 -0.338783 -1.672024 0.7509 0.8401 1.0963 0.105
C 1.579145 1.003037 -1.974822 -2.2366 -0.1538 -1.9647 -0.105
N 0.530158 1.597182 -1.480017 -0.6324 -0.2049 1.1627 0.128
N -1.665930 -1.408045 0.210651 -0.5861 0.3368 -0.1594 0.246
H -2.820393 -0.313255 -1.168015 0.0473 -0.2147 -0.0513 0.182
H -3.253504 -0.065261 0.554847 -0.4519 -0.5499 -0.2367 0.142
H -1.416465 1.433048 0.815898 -0.4081 -0.2046 0.2285 0.148
H -1.888869 1.571511 -0.926425 0.1910 0.6780 0.6468 0.129
H 4.280410 -0.432818 6.050934 0.2594 0.1520 0.2100 0.003
H 2.254460 -0.970042 -2.089864 0.0136 -0.3337 0.5100 0.170
H 1.925695 1.420335 -2.911011 1.1859 -0.1145 0.3332 0.147
H 3.763844 -0.730405 5.626945 -0.2597 -0.1523 -0.2103 -0.003
H 0.664702 -1.422268 -0.101855 -0.2657 -0.1214 -0.0299 0.112
H -2.226913 -2.125081 0.692651 -0.1282 0.0256 -0.1743 0.108
```
Positions in Å, forces in eV/Å.

Computed properties:
Relative energy (zero: lowest compared OMol25 entry of this formula, charge and spin) in kcal/mol: 157.6
HOMO energy in eV: -13.362
Orbital gap in eV: 5.24
Net charge: +1
2S+1: 1

[2]
Molecular formula: C5H10N3
Method: DFT, the ωB97M-V functional and the def2-TZVPD basis

The geometry in XYZ format:
```
18
Properties=species:S:1:pos:R:3:forces:R:3:lowdin_charge:R:1
C 1.499095 -1.638917 -0.943263 -1.9507 0.9856 -0.1172 -0.129
C 0.464694 -0.621050 -1.444138 -0.9625 -0.4151 -0.8917 -0.080
C -0.291796 0.134422 -0.374529 -0.0440 -0.0734 0.1223 -0.228
C -0.223185 0.072771 1.081477 0.7136 0.8516 0.9641 0.014
N -1.134229 0.928774 1.559941 0.4041 -0.3436 -0.9947 0.177
C -1.764738 1.490452 0.451834 -0.8329 -2.4197 0.1453 0.029
N -1.364160 0.929141 -0.653204 0.9784 1.4947 -0.6398 0.195
N 2.047302 -0.965511 0.172948 1.2787 1.0180 -1.8289 0.239
H 1.004138 -2.585780 -0.639436 0.2501 -0.0295 0.1412 0.193
H 2.157380 -1.895080 -1.793368 0.5539 -0.1101 0.6860 0.185
H 0.993937 0.115254 -2.065059 -0.3434 -0.0106 -0.0245 0.161
H -0.297505 -1.076122 -2.083133 0.1294 -0.0157 -0.0187 0.161
H 1.627323 0.176855 0.164267 3.2087 -3.8391 0.6630 0.149
H -1.397363 0.953754 2.535763 0.0057 0.5891 0.2676 0.203
H -2.683129 2.029436 0.546393 -0.1651 0.8004 0.0435 0.169
H 0.893790 0.761650 0.255933 -3.2849 2.0205 0.3149 0.226
H 0.510182 -0.361837 1.736865 -0.3280 -0.6182 0.3365 0.165
H 3.024037 -1.184625 0.348646 0.3887 0.1151 0.8313 0.174
```
Positions in Å, forces in eV/Å.

Computed properties:
Relative energy (zero: lowest compared OMol25 entry of this formula, charge and spin) in kcal/mol: 140.8
HOMO energy (spin up / spin down) in eV: -20.206 / -20.217
Orbital gap (spin up / spin down) in eV: 9.54 / 7.41
Net charge: +2
2S+1: 2

[3]
Molecular formula: C5H10N3O
Method: DFT, the ωB97M-V functional and the def2-TZVPD basis

The geometry in XYZ format:
```
19
Properties=species:S:1:pos:R:3:forces:R:3:lowdin_charge:R:1
C 2.854487 -0.275981 -0.600786 -0.6276 0.9240 0.1761 -0.092
C 1.634888 -0.147321 1.108429 -1.3231 -0.6942 -1.9538 -0.108
C -1.310532 1.593514 -1.001426 3.6042 1.9422 2.1145 0.019
C -1.786410 -1.594435 0.941145 -2.8297 0.2187 1.5629 -0.009
C -1.081324 0.513521 0.030806 1.9326 0.0252 0.5538 -0.239
N 2.832915 -0.483427 0.705439 2.0023 0.1890 -0.3162 0.111
N 1.626075 0.090121 -0.958373 0.3549 0.4975 -2.1662 0.057
N 0.789363 0.206858 0.069163 1.8130 -0.5598 1.5509 0.048
O -1.512776 -0.679753 -0.149263 -1.1323 -1.0449 -1.3781 -0.087
H 3.665559 -0.109655 -1.317675 -0.1009 -0.8675 0.5498 0.155
H 1.416294 -0.470418 2.080108 -1.2177 0.5148 1.3464 0.122
H -1.550296 1.137460 -1.894395 -1.1852 -0.5069 -1.9673 0.059
H -1.943357 2.393873 -0.564806 -0.1461 -0.8233 -0.6327 0.112
H -0.266280 2.188546 -1.188120 -2.4438 -1.4918 0.5618 0.150
H -1.798556 -0.882293 1.887041 0.1148 -2.1419 -1.4931 0.135
H -1.193298 -2.553480 0.996720 0.1777 1.6759 -0.2469 0.109
H -2.893266 -2.019948 0.739775 2.4441 1.3455 0.5333 0.146
H -0.909445 0.791324 1.049550 -0.7827 0.5991 0.7291 0.128
H 1.425968 0.301496 -1.933331 -0.6547 0.1985 0.4758 0.185
```
Positions in Å, forces in eV/Å.

Computed properties:
Relative energy (zero: lowest compared OMol25 entry of this formula, charge and spin) in kcal/mol: 79.6
HOMO energy in eV: -14.782
Orbital gap in eV: 11.71
Net charge: +1
2S+1: 1

[4]
Molecular formula: C5H10N3O
Method: DFT, the ωB97M-V functional and the def2-TZVPD basis

The geometry in XYZ format:
```
19
Properties=species:S:1:pos:R:3:forces:R:3:lowdin_charge:R:1
C -0.430111 0.457467 0.257121 -0.3939 -2.6845 -0.1919 -0.226
C -3.838305 -1.160116 -0.329917 -0.9798 -1.3415 -1.5488 0.017
C -2.621986 -0.485301 -0.099986 -1.9252 0.0340 0.6953 -0.335
C -0.835553 1.831921 0.483373 -2.0955 3.5583 1.9920 -0.011
C 3.114251 -0.930803 0.042897 -0.0278 4.1567 -3.0670 -0.068
N -1.392460 -0.549056 -0.036643 4.8794 0.9684 -0.0849 0.215
N 0.857438 0.128527 0.409507 0.0413 -0.2899 -1.3103 0.119
N 1.665052 -0.949072 -0.109088 -2.0203 -1.2281 0.2320 -0.058
O -3.740313 0.151476 0.219318 1.2346 2.4179 1.0294 0.130
H -4.244284 -1.084266 -1.333493 -0.1100 -0.6652 0.0179 0.135
H -4.218337 -1.892406 0.358561 -0.0562 -0.3861 0.0111 0.132
H -0.975010 2.590356 -0.347172 0.6491 -1.4422 0.2562 0.133
H -0.305523 2.416390 1.297731 0.1698 -0.9869 -1.0618 0.121
H -1.876493 1.866464 0.942886 1.0467 -0.5143 -0.6485 0.113
H 3.544559 -1.103633 0.971174 0.3533 -0.7226 1.9717 0.044
H 3.636076 -1.588366 -0.773132 -1.2917 1.5476 1.3616 0.138
H 3.231439 0.271624 -0.133262 1.0166 -2.8773 -0.0535 0.134
H 1.453592 0.931529 0.510752 0.1577 0.4689 0.3303 0.143
H 1.284238 -1.843763 0.155759 -0.6480 -0.0131 0.0693 0.125
```
Positions in Å, forces in eV/Å.

Computed properties:
SMILES: CN/[NH+]=C(C)\N=C1\CO1
Relative energy (zero: lowest compared OMol25 entry of this formula, charge and spin) in kcal/mol: 111.8
HOMO energy in eV: -13.534
Orbital gap in eV: 8.82
Net charge: +1
2S+1: 1

[5]
Molecular formula: C5H10N3O3S
Method: DFT, the ωB97M-V functional and the def2-TZVPD basis

The geometry in XYZ format:
```
22
Properties=species:S:1:pos:R:3:forces:R:3:lowdin_charge:R:1
C 0.329756 1.483220 -0.239235 0.3557 -1.2487 -1.3362 -0.317
C 3.574410 0.206021 0.317111 1.5922 -1.5568 -0.0795 -0.418
C 0.328411 -1.629759 -1.242614 -1.4191 1.5155 -1.3303 0.000
C 0.510626 -1.740404 1.203512 1.8805 0.5092 -1.3230 0.014
C -2.728150 1.668440 0.316586 -0.2673 3.2444 -0.1233 -0.273
N 0.563758 2.470191 -0.838856 0.7185 3.6279 -0.8126 0.243
N -0.171991 0.383890 0.028214 2.9214 -0.9822 0.1333 -0.160
N 0.531815 -0.876951 -0.030141 -2.6454 0.2507 1.9729 -0.118
O 4.431234 -0.506055 0.043286 0.8057 -0.3482 -0.5081 0.248
O -2.714227 -0.715393 -0.101937 -0.8371 -2.8270 -1.4048 -0.477
O 2.681921 0.828926 0.647744 -1.9863 1.8497 0.7407 0.200
S -1.954352 0.125590 0.786950 -2.4948 1.0689 2.0211 0.913
H -0.640406 -1.218917 -1.757294 1.8188 -0.8631 0.8256 0.156
H 1.204838 -1.368445 -1.822341 0.1061 -0.1440 -0.8625 0.115
H 0.284677 -2.700833 -1.082632 -0.0169 0.0107 0.1746 0.104
H 1.235794 -2.572192 0.778652 -1.5417 1.2502 1.9611 0.154
H 0.806553 -1.153717 2.134255 -0.1161 -0.9679 -1.3945 0.130
H -0.543908 -2.049267 1.264627 0.2708 -0.4572 0.1714 0.088
H -3.657645 1.813353 0.988125 1.6322 -0.3942 -0.7977 0.088
H -3.139384 1.610976 -0.751346 0.9313 -0.2943 1.4459 0.090
H -2.075915 2.644659 0.411203 -1.1636 -1.9807 0.0024 0.087
H 1.142187 3.296668 -1.053860 -0.5450 -1.2629 0.5234 0.133
```
Positions in Å, forces in eV/Å.

Computed properties:
HOMO energy (spin up / spin down) in eV: -9.824 / -13.510
Orbital gap (spin up / spin down) in eV: 6.69 / 6.09
Net charge: +1
2S+1: 3

[6]
Molecular formula: C5H10N3S
Method: DFT, the ωB97M-V functional and the def2-TZVPD basis

The geometry in XYZ format:
```
19
Properties=species:S:1:pos:R:3:forces:R:3:lowdin_charge:R:1
C 0.455086 1.583510 0.354348 -0.0666 -3.8132 4.7156 -0.282
C 0.096642 -0.254039 1.785059 1.6602 0.4857 0.1043 -0.713
C 0.270386 0.584287 -0.737334 -3.0028 0.9405 -1.7843 -0.079
C 0.560797 -1.900897 -0.504049 2.0730 1.2825 1.0674 -0.017
C -1.625319 -0.853303 -0.381571 -3.1427 1.3519 -0.8175 -0.095
N 0.331676 0.992094 1.596034 -0.2859 2.5256 -1.8572 0.088
N 0.720710 2.838224 0.270798 1.0862 1.9265 -0.5973 0.244
N -0.267921 -0.669878 -0.211858 4.5253 -1.0633 1.2123 -0.318
S 0.415155 -1.332840 2.881492 -0.9624 -0.3365 -0.7629 0.880
H -0.605462 1.106500 -1.312108 1.6292 -1.0494 0.2007 0.181
H 1.120846 0.419472 -1.391699 0.0693 0.2700 0.0263 0.139
H 0.924160 -2.454354 0.402397 -0.6353 0.9972 -0.0441 0.061
H -0.071164 -2.671208 -0.937852 0.4706 0.3255 -1.2700 0.095
H 1.577801 -1.468901 -0.902636 -2.1378 -1.6576 -0.2440 0.135
H -1.902479 -0.929947 -1.464718 0.1087 0.1957 0.6714 0.125
H -1.967704 -1.777729 0.074409 -0.1217 0.2346 0.4586 0.110
H -2.065476 0.099263 0.059630 -0.4299 -1.5551 -0.4970 0.132
H 1.035345 3.206274 -0.605974 -0.2234 0.0719 -0.6698 0.140
H 0.996919 3.483472 1.025632 -0.6138 -1.1325 0.0876 0.174
```
Positions in Å, forces in eV/Å.

Computed properties:
Relative energy (zero: lowest compared OMol25 entry of this formula, charge and spin) in kcal/mol: 42.9
HOMO energy in eV: -13.347
Orbital gap in eV: 8.66
Net charge: +1
2S+1: 1

[7]
Molecular formula: C5H10N4
Method: DFT, the ωB97M-V functional and the def2-TZVPD basis

The geometry in XYZ format:
```
19
Properties=species:S:1:pos:R:3:forces:R:3:lowdin_charge:R:1
C -0.642484 0.990939 -0.026967 0.0539 -0.0767 0.0458 -0.397
C -0.058021 -0.239252 0.123827 0.2003 0.2016 -0.1028 -0.168
C -0.836447 -1.463273 0.360382 -0.4574 -0.0435 -0.1716 -0.171
C -1.986695 -1.823034 -0.226449 0.1658 0.0544 0.0992 -0.008
C 1.409643 -0.441415 -0.001556 -0.1570 -0.0575 -0.0725 -0.471
H -2.493283 0.453380 0.558958 -0.0043 0.0100 0.0457 0.071
H -2.439400 1.849510 -0.366464 0.0677 -0.0241 0.0917 0.101
H 1.000230 1.995851 -0.641015 -0.1021 0.0472 0.0355 0.072
H -0.274162 2.971145 -0.064534 0.1007 -0.2224 -0.1781 0.103
H -0.405747 -2.146335 1.088585 0.0111 -0.0511 -0.0387 0.106
H -2.475528 -2.752688 0.052860 0.0547 0.1558 -0.0578 0.051
H -2.471120 -1.221300 -1.000076 0.2073 -0.1612 0.2104 0.065
H 1.968893 1.059354 1.236643 0.0666 -0.0265 -0.1632 0.097
H 3.212854 0.320884 0.377857 -0.3965 0.1601 -0.0301 0.095
H 1.265532 -2.169856 -0.724662 -0.0717 -0.1453 -0.0972 0.032
N -1.958022 1.269252 0.307947 -0.0724 -0.1434 -0.1197 0.118
N 0.001457 2.103441 -0.513999 0.0362 0.2785 0.0989 0.120
N 2.241739 0.637855 0.353909 0.3594 -0.2455 0.2262 0.066
N 1.971362 -1.511081 -0.418368 -0.0622 0.2896 0.1781 0.119
```
Positions in Å, forces in eV/Å.

Computed properties:
SMILES: [H]/N=C(/N)C(C=C)=C(N)N
Relative energy (zero: lowest compared OMol25 entry of this formula, charge and spin) in kcal/mol: 13.2
HOMO energy in eV: -7.727
Orbital gap in eV: 8.57
2S+1: 1

[8]
Molecular formula: C5H10N4
Method: DFT, the ωB97M-V functional and the def2-TZVPD basis

The geometry in XYZ format:
```
19
Properties=species:S:1:pos:R:3:forces:R:3:lowdin_charge:R:1
C 0.732368 0.807909 -1.273284 -0.1369 0.3104 0.1554 -0.081
C -0.382669 -1.310901 -1.678874 0.2495 -0.1586 0.0317 -0.072
N 0.463280 -0.531179 -0.801816 0.9918 -0.8298 0.1259 -0.207
C 0.479855 -0.851457 0.581056 -2.0652 0.8117 -1.7036 -0.375
C -0.310628 0.256189 1.257328 0.3669 -0.8657 1.6183 -0.317
C 0.366937 1.505337 1.693919 0.0201 0.2376 -0.1126 -0.229
N 0.633159 -1.985382 1.097766 0.1589 -0.1304 0.6597 0.168
N -1.532051 0.131302 1.566080 -0.1971 0.4275 -0.4541 0.184
N -0.229968 2.543076 2.068281 0.1164 0.6437 0.3383 0.122
H 0.930520 -2.717997 0.457220 0.1794 0.2462 -0.2125 0.060
H -1.980384 -0.728618 1.261640 0.3460 -0.2521 0.0757 0.068
H -1.245241 2.435612 2.063851 -0.0327 -0.2878 -0.1700 0.051
H 1.451283 1.512624 1.684660 0.2275 -0.0533 -0.0190 0.102
H -0.571153 -2.295354 -1.254800 0.0138 0.0374 -0.0106 0.082
H -0.173492 1.438199 -1.292167 0.1422 -0.0245 0.0122 0.096
H 1.107375 0.739284 -2.300057 0.0546 0.0796 0.1766 0.090
H 1.491438 1.299727 -0.647604 -0.2348 -0.1759 -0.3195 0.087
H 0.109717 -1.440355 -2.641529 -0.0578 -0.0668 -0.1464 0.084
H -1.340346 -0.808017 -1.841671 -0.1427 0.0510 -0.0455 0.088
```
Positions in Å, forces in eV/Å.

Computed properties:
SMILES: [H]\N=C/C(=N/[H])C(=N/[H])/N(C)C
Relative energy (zero: lowest compared OMol25 entry of this formula, charge and spin) in kcal/mol: 54.8
HOMO energy in eV: -8.946
Orbital gap in eV: 9.20
2S+1: 1